(1)
81
Properties=species:S:1:pos:R:3:forces:R:3 method="wB97M-V/def2-TZVPD" spin_multiplicity=2 e_lumo_ha="-0.089 / -0.136" total_energy_ev=-132630.548 total_charge=+1 homo_lumo_gap_ha="0.2953 / 0.2486" s2=1.072
Fe -0.226 -0.458 -0.128 -0.8 0.7 0.0
S 0.464 -0.888 -2.280 -0.2 0.1 -0.1
P 2.176 0.038 -1.689 0.1 0.1 -0.2
C 2.153 0.609 -0.048 -0.8 -1.1 -0.3
P 2.280 -0.395 1.357 0.2 0.0 0.4
S 0.457 -0.917 2.081 -0.2 0.2 0.1
C 3.130 0.558 2.643 0.1 0.2 -0.1
C 2.807 0.401 3.987 0.0 0.0 0.0
C 3.492 1.123 4.954 0.0 0.0 0.0
C 4.503 2.000 4.584 0.0 0.0 0.0
C 4.831 2.160 3.244 0.0 0.0 0.0
C 4.143 1.442 2.275 0.0 0.0 0.0
C 3.284 -1.900 1.202 0.1 0.0 0.0
C 2.729 -3.045 0.632 0.0 0.1 0.0
C 3.475 -4.206 0.529 0.0 0.0 -0.1
C 4.786 -4.236 0.991 0.0 0.0 0.0
C 5.347 -3.100 1.554 0.0 0.0 0.0
C 4.599 -1.934 1.661 0.0 0.0 0.0
C 3.580 -1.019 -2.136 0.2 0.0 0.2
C 4.868 -0.578 -1.822 0.0 0.0 0.0
C 5.972 -1.312 -2.218 0.0 0.0 0.0
C 5.800 -2.490 -2.938 0.0 0.0 0.0
C 4.524 -2.927 -3.257 0.0 0.0 0.0
C 3.412 -2.197 -2.854 0.0 0.0 0.0
C 2.448 1.484 -2.755 0.0 0.0 0.0
C 1.844 1.576 -4.004 0.0 0.0 0.0
C 2.094 2.672 -4.821 0.0 0.0 0.0
C 2.958 3.671 -4.398 0.0 0.0 0.0
C 3.583 3.573 -3.160 0.0 0.0 0.0
C 3.326 2.485 -2.342 0.1 0.0 -0.1
H 2.017 -0.282 4.274 0.0 0.0 0.0
H 3.233 1.004 5.998 0.0 0.0 0.0
H 5.034 2.563 5.341 0.0 0.0 0.0
H 5.617 2.845 2.955 0.0 0.0 0.0
H 4.385 1.572 1.226 0.0 0.0 0.0
H 1.709 -3.017 0.272 0.0 0.0 0.0
H 3.042 -5.093 0.083 0.0 0.0 0.0
H 5.368 -5.145 0.913 0.0 0.0 0.0
H 6.366 -3.121 1.917 0.0 0.0 0.0
H 5.041 -1.059 2.118 0.0 0.0 0.0
H 5.008 0.345 -1.272 0.0 0.0 0.0
H 6.968 -0.964 -1.974 0.0 0.0 0.0
H 6.662 -3.063 -3.251 0.0 0.0 0.0
H 4.389 -3.841 -3.821 0.0 0.0 0.0
H 2.416 -2.534 -3.109 0.0 0.0 0.0
H 1.168 0.796 -4.334 0.0 0.0 0.0
H 1.614 2.743 -5.788 0.0 0.0 0.0
H 3.148 4.527 -5.032 0.0 0.0 0.0
H 4.263 4.348 -2.831 0.0 0.0 0.0
H 3.796 2.418 -1.367 0.0 0.0 0.0
C -3.595 -1.045 -1.190 0.1 -0.1 -0.1
P -2.527 -0.040 -0.119 0.4 -0.1 0.3
C -3.258 -0.305 1.530 0.0 -0.1 -0.1
C -2.963 1.667 -0.501 -0.1 0.0 -0.1
C -4.263 2.076 -0.792 0.0 0.0 0.0
C -4.528 3.410 -1.052 0.0 0.0 0.0
C -3.491 4.334 -1.026 0.0 0.0 0.0
C -2.198 3.928 -0.735 0.0 0.0 0.0
C -1.924 2.587 -0.461 0.1 0.1 -0.2
P -0.252 1.979 0.000 0.1 -0.5 0.7
C 0.810 3.313 -0.619 0.0 0.0 -0.2
C -0.213 2.367 1.784 0.0 0.1 0.0
H -4.645 -0.859 -0.970 0.0 0.0 0.0
H -3.390 -2.101 -1.017 0.0 0.0 0.0
H -3.392 -0.820 -2.237 0.0 0.0 0.0
H -4.333 -0.120 1.500 0.0 0.0 0.0
H -2.798 0.370 2.249 0.0 0.0 0.0
H -3.077 -1.331 1.853 0.0 0.0 0.0
H -5.071 1.356 -0.826 0.0 0.0 0.0
H -5.537 3.729 -1.278 0.0 0.0 0.0
H -3.689 5.377 -1.236 0.0 0.0 0.0
H -1.410 4.667 -0.729 0.0 0.0 0.0
H 0.530 4.239 -0.117 0.0 0.0 0.0
H 0.720 3.432 -1.698 0.0 0.0 0.0
H 1.834 3.063 -0.369 0.0 0.0 0.1
H -0.558 3.392 1.934 0.0 0.0 0.0
H 0.814 2.272 2.139 0.0 0.0 0.0
H -0.833 1.678 2.352 0.0 0.0 0.0
N -0.897 -3.610 -0.117 -0.4 0.0 0.2
C -0.957 -2.463 -0.001 1.4 0.5 -0.6
H -0.864 -4.604 -0.212 0.0 0.0 0.1

(2)
86
Properties=species:S:1:pos:R:3:forces:R:3 method="wB97M-V/def2-TZVPD" spin_multiplicity=2 e_lumo_ha="-0.242 / -0.238" total_energy_ev=-171025.174 total_charge=+2 homo_lumo_gap_ha="0.2504 / 0.2475" s2=0.760
W -0.388 0.060 -0.308 -0.6 0.5 -0.3
O -1.780 3.419 1.386 -0.1 0.0 -0.1
C -1.708 2.328 0.918 0.2 0.1 0.2
O -0.754 1.939 0.054 0.2 -0.2 0.1
C -2.642 1.203 1.246 0.0 0.0 -0.1
C -3.704 1.382 2.126 0.0 0.0 0.0
C -4.537 0.321 2.343 0.0 -0.1 0.0
C -4.351 -0.877 1.620 0.0 0.0 0.0
C -5.253 -1.966 1.736 0.0 0.1 0.0
C -5.105 -3.074 0.960 0.0 0.0 -0.1
C -4.055 -3.136 0.016 -0.1 0.0 0.1
C -3.153 -2.117 -0.101 0.1 0.1 0.0
C -3.264 -0.975 0.721 0.0 0.0 0.0
N -2.370 0.066 0.614 -0.1 0.0 0.1
H -3.821 2.343 2.607 0.0 0.0 0.0
H -5.362 0.397 3.040 0.0 0.0 0.0
H -6.074 -1.891 2.438 0.0 0.0 0.0
H -5.802 -3.896 1.045 0.0 0.0 0.0
H -3.979 -3.997 -0.636 0.0 0.0 0.0
H -2.385 -2.149 -0.861 0.0 0.0 0.0
O -2.423 0.223 -2.545 0.1 0.3 -0.1
C -2.407 1.491 -3.096 0.1 0.0 0.0
C -3.582 2.020 -3.611 0.0 0.0 0.0
C -3.601 3.292 -4.157 0.0 0.0 0.0
C -2.444 4.060 -4.195 0.0 0.0 0.0
C -1.274 3.539 -3.686 0.0 0.0 0.0
C -1.227 2.254 -3.135 -0.1 -0.2 0.1
C 0.089 1.838 -2.620 -0.2 0.0 -0.1
O 1.106 2.448 -2.682 0.1 -0.1 0.0
O 0.113 0.566 -2.009 0.2 0.0 -0.1
H -3.316 -0.122 -2.652 -0.1 -0.1 0.0
H -4.488 1.425 -3.585 0.0 0.0 0.0
H -4.527 3.685 -4.554 0.0 0.0 0.0
H -2.460 5.054 -4.618 0.0 0.0 0.0
H -0.358 4.112 -3.702 0.0 0.0 0.0
C 2.197 4.086 -0.251 0.0 0.0 -0.1
Ge 3.276 2.495 0.059 0.0 -0.1 0.2
C 4.498 2.720 1.567 0.0 0.1 0.0
C 4.286 1.834 -1.466 0.0 0.0 0.1
Ge 1.863 0.682 0.949 -0.1 -0.4 -0.1
C 2.734 -1.070 1.022 0.1 -0.2 0.1
C 2.832 -1.824 2.196 0.0 0.1 -0.1
C 3.480 -3.054 2.200 0.0 0.0 0.0
C 4.038 -3.552 1.030 0.1 -0.1 0.0
C 3.945 -2.821 -0.148 0.0 0.0 0.0
C 3.297 -1.592 -0.148 0.0 0.1 0.0
C 0.892 1.092 2.589 -0.2 -0.2 0.0
C 0.966 2.400 3.073 0.0 0.0 -0.1
C 0.190 2.808 4.145 0.0 0.1 0.0
C -0.694 1.918 4.733 -0.1 -0.1 0.0
C -0.788 0.616 4.260 0.0 -0.2 0.0
C -0.004 0.187 3.192 0.3 0.5 0.1
H 2.469 4.526 -1.210 0.0 0.0 0.0
H 2.389 4.813 0.537 0.0 0.0 0.0
H 1.133 3.851 -0.267 0.0 0.0 0.0
H 5.238 3.477 1.301 0.0 0.0 0.0
H 5.028 1.792 1.783 0.0 0.0 0.0
H 3.978 3.051 2.467 0.1 0.0 0.0
H 4.930 2.641 -1.821 0.0 0.0 0.0
H 3.629 1.533 -2.273 -0.1 0.0 -0.1
H 4.924 1.004 -1.162 0.0 0.0 0.0
H 2.429 -1.436 3.123 0.0 0.0 0.0
H 3.574 -3.612 3.123 0.0 0.0 0.0
H 4.571 -4.495 1.044 0.0 0.0 0.0
H 4.415 -3.189 -1.052 0.0 0.0 0.0
H 3.259 -1.008 -1.065 0.0 0.0 0.0
H 1.634 3.113 2.602 -0.1 0.0 0.0
H 0.268 3.821 4.516 0.0 0.0 0.0
H -1.301 2.238 5.570 0.0 0.0 0.0
H -1.464 -0.083 4.738 0.0 0.0 0.0
H -0.059 -0.843 2.862 0.0 0.1 0.1
C 1.641 -5.032 -2.205 0.0 0.0 0.0
N 0.959 -3.921 -1.555 0.0 0.0 0.1
C 0.637 -3.877 -0.126 0.0 0.1 0.1
C 0.060 -2.501 -0.049 0.2 0.1 0.1
O -0.293 -1.764 0.902 -0.1 -0.2 -0.1
N 0.023 -1.924 -1.245 0.2 0.0 -0.1
C 0.626 -2.772 -2.126 0.0 0.0 0.0
N 0.824 -2.445 -3.386 0.0 0.0 0.0
H 2.012 -5.705 -1.438 0.0 0.0 0.0
H 2.500 -4.669 -2.772 0.0 0.0 0.0
H 0.966 -5.582 -2.860 0.0 0.0 0.0
H 1.538 -3.941 0.491 0.0 0.0 0.0
H -0.072 -4.652 0.171 0.0 0.0 0.0
H 0.548 -1.525 -3.695 0.0 0.0 0.0
H 1.262 -3.072 -4.041 0.0 0.0 0.0

(3)
78
Properties=species:S:1:pos:R:3:forces:R:3 method="wB97M-V/def2-TZVPD" spin_multiplicity=3 e_lumo_ha="0.012 / -0.023" total_energy_ev=-83159.034 total_charge=0 homo_lumo_gap_ha="0.2723 / 0.2649" s2=2.013
Ti -0.032 0.201 6.360 1.7 -1.1 0.4
C -2.205 -0.086 6.999 -1.0 -0.8 -0.7
C -1.950 -0.458 5.668 -0.9 0.1 0.3
C -2.445 0.409 4.534 -0.2 0.3 -0.7
C -1.400 1.409 3.955 -0.4 -0.2 -0.8
C -0.285 1.811 4.876 -0.3 1.3 0.5
C -0.519 2.214 6.203 0.0 1.2 -1.2
C -1.892 2.496 6.757 -0.6 0.4 0.6
C -2.694 1.285 7.370 -0.4 0.9 0.4
C 1.907 0.043 5.561 0.2 -0.5 0.0
H -2.331 -0.860 7.749 0.3 0.1 0.0
H -1.727 -1.505 5.437 -0.3 0.1 0.2
H -3.346 0.982 4.830 0.4 -0.4 0.1
H -2.772 -0.236 3.697 0.1 0.2 0.4
H -0.955 0.957 3.049 -0.2 0.3 0.4
H -1.975 2.297 3.623 0.4 -0.2 0.0
H 0.691 1.995 4.415 -0.4 -0.1 0.3
H 0.303 2.636 6.788 0.0 -0.1 -0.3
H -2.496 3.045 6.003 0.3 -0.5 0.3
H -1.771 3.215 7.585 0.0 -0.2 -0.4
H -2.681 1.382 8.480 0.1 -0.2 -0.8
H -3.756 1.462 7.076 0.5 -0.4 0.2
H 2.477 -0.448 6.362 0.1 -0.1 -0.2
H 2.386 1.008 5.351 0.0 -0.1 0.0
H 1.962 -0.580 4.654 0.1 0.1 0.1
P 0.111 -2.257 -3.288 0.6 -0.7 0.2
P 2.054 0.393 -3.540 0.8 -0.1 0.1
C -0.487 -0.682 -3.938 0.4 1.5 -0.1
C 0.302 0.428 -3.974 -1.2 -0.8 -0.4
C -0.754 -3.451 -4.376 -0.1 -0.1 -0.2
C -1.941 -3.142 -5.059 0.1 -0.7 -0.1
C -2.563 -4.113 -5.850 0.2 0.0 0.2
C -2.004 -5.390 -5.956 0.1 0.2 0.1
C -0.811 -5.699 -5.289 -0.1 0.1 0.0
C -0.172 -4.729 -4.516 -0.6 0.4 -0.2
C -0.844 -2.406 -1.712 -0.2 0.1 0.2
C -0.475 -1.563 -0.645 -0.4 -0.3 -0.1
C -1.211 -1.569 0.543 -0.1 -0.2 -0.1
C -2.333 -2.398 0.671 0.2 0.0 -0.3
C -2.671 -3.272 -0.368 0.3 0.1 0.1
C -1.894 -3.319 -1.531 -0.1 0.4 0.2
C 2.731 1.179 -5.082 -0.1 0.0 -0.2
C 2.706 0.393 -6.252 0.0 0.5 0.1
C 3.069 0.945 -7.481 0.1 0.1 0.1
C 3.460 2.288 -7.558 -0.1 -0.1 0.4
C 3.525 3.062 -6.394 0.1 -0.4 0.0
C 3.211 2.495 -5.152 -0.3 -0.1 -0.3
C 2.138 1.797 -2.368 0.0 0.0 0.3
C 3.270 1.869 -1.533 -0.5 0.5 -0.2
C 3.430 2.961 -0.679 -0.2 0.0 -0.1
C 2.460 3.972 -0.642 0.0 -0.1 -0.2
C 1.324 3.887 -1.451 0.0 -0.3 0.0
C 1.140 2.779 -2.285 0.6 0.3 0.3
H -1.516 -0.638 -4.314 0.4 0.3 0.3
H -0.088 1.385 -4.354 -0.1 -0.6 0.0
H -2.400 -2.161 -4.980 0.1 -0.3 0.0
H -3.489 -3.852 -6.367 0.3 -0.2 0.1
H -2.501 -6.144 -6.563 0.1 0.1 0.1
H -0.374 -6.695 -5.371 -0.2 0.3 0.0
H 0.771 -4.946 -4.018 -0.2 0.0 -0.1
H 0.395 -0.913 -0.751 -0.2 -0.1 0.0
H -0.910 -0.935 1.378 -0.1 -0.1 -0.3
H -2.933 -2.373 1.580 0.1 0.0 -0.2
H -3.541 -3.925 -0.279 0.3 0.1 0.1
H -2.117 -4.055 -2.304 -0.1 0.3 0.1
H 2.390 -0.650 -6.190 0.0 0.2 0.0
H 3.050 0.329 -8.382 0.0 0.2 0.3
H 3.718 2.727 -8.519 -0.1 -0.1 0.2
H 3.817 4.112 -6.445 0.0 -0.3 0.0
H 3.315 3.092 -4.245 -0.2 -0.1 -0.2
H 4.013 1.073 -1.563 -0.1 0.2 0.0
H 4.312 3.021 -0.041 -0.2 0.0 -0.1
H 2.585 4.825 0.024 0.0 -0.2 -0.2
H 0.567 4.673 -1.446 0.2 -0.2 0.1
H 0.229 2.704 -2.871 0.2 0.1 0.1
O 0.663 -0.142 10.611 -0.2 0.3 -1.1
C 0.480 0.073 9.455 0.0 -0.1 -0.3
N 0.297 0.278 8.275 0.4 -0.3 2.4

ΔE to the lowest compared entry with this formula, charge and spin across the listed records, respectively: 1.672; 0.247; 0.000 eV.
Max |F| across the listed records, respectively: 0.0304; 0.0169; 0.0477 hartree/bohr.